Formula: C14H49N3O9
Source: the OMol25 dataset
Level of theory: the ωB97M-V functional and the def2-TZVPD basis

Geometry (Å):
O  0.791  0.616  -0.808
H  1.280  1.496  -0.808
H  -0.185  0.683  -0.633
H  0.984  0.175  -1.663
C  -3.648  -0.349  -0.608
C  -3.173  0.912  0.038
O  -1.805  1.142  -0.106
H  -3.265  -0.608  -1.597
H  -4.728  -0.277  -0.790
H  -3.471  -1.236  0.008
H  -3.459  0.968  1.099
H  -3.743  1.749  -0.398
C  2.896  2.928  -3.360
C  1.764  3.557  -2.557
C  0.367  3.250  -3.081
O  0.263  1.858  -3.202
C  -0.978  1.460  -3.728
N  1.923  3.165  -1.133
H  3.059  1.869  -3.162
H  3.815  3.450  -3.078
H  2.792  3.100  -4.432
H  1.944  4.638  -2.585
H  0.354  3.766  -4.049
H  -0.390  3.708  -2.438
H  -0.971  0.393  -3.965
H  -1.238  1.954  -4.669
H  -1.809  1.552  -3.021
H  1.399  3.843  -0.576
H  2.854  3.408  -0.802
C  -3.322  -5.780  -0.920
C  -1.852  -6.069  -0.874
C  -1.036  -4.786  -0.717
O  -1.279  -3.938  -1.809
C  -0.839  -2.620  -1.550
N  -1.595  -7.121  0.140
H  -3.661  -5.430  0.061
H  -3.873  -6.711  -1.057
H  -3.612  -5.038  -1.660
H  -1.472  -6.493  -1.808
H  0.012  -5.112  -0.699
H  -1.306  -4.365  0.260
H  0.244  -2.534  -1.445
H  -1.308  -2.195  -0.659
H  -1.167  -2.000  -2.384
H  -1.449  -6.684  1.052
H  -0.639  -7.445  -0.002
C  2.843  2.515  3.436
C  1.805  1.384  3.350
C  0.516  1.701  4.150
O  0.917  1.858  5.487
C  -0.110  1.765  6.436
N  1.599  1.130  1.915
H  3.792  2.165  3.028
H  3.030  2.910  4.437
H  2.485  3.427  2.952
H  2.192  0.439  3.744
H  -0.060  0.769  4.095
H  -0.048  2.545  3.745
H  -0.771  2.636  6.488
H  0.322  1.714  7.437
H  -0.775  0.896  6.397
H  2.474  0.825  1.486
H  0.926  0.371  1.834
O  3.543  -0.034  0.297
H  3.137  -0.905  0.218
H  4.296  -0.059  -0.304
O  -0.860  -0.695  1.636
H  -1.348  0.058  1.231
H  -1.362  -0.913  2.427
O  0.012  3.249  1.021
H  0.684  2.602  1.327
H  -0.686  2.661  0.677
O  1.672  -1.088  -2.817
H  2.398  -1.379  -2.254
H  1.910  -1.395  -3.698

Computed properties:
Energy above the lowest of the compared OMol25 structures with the same formula, charge and spin = 12.1 kJ/mol
Multiplicity = 1
Frontier orbital gap = 7.003 eV
Net charge = 0


Formula: C14H50N12O11
Source: the OMol25 dataset
Level of theory: the ωB97M-V functional and the def2-TZVPD basis

Geometry (Å):
C  3.886  -3.056  -0.056
O  4.120  -4.330  -0.570
H  3.922  -2.225  -0.760
H  2.958  -2.966  0.509
H  4.620  -2.920  0.738
H  3.805  -4.374  -1.476
C  -0.126  -3.919  0.930
O  -0.311  -3.188  -0.242
H  0.872  -3.656  1.279
H  -0.928  -3.819  1.662
H  -0.036  -4.980  0.695
H  -0.981  -3.545  -0.829
C  -1.926  2.856  1.500
O  -2.283  1.735  1.300
N  -0.909  3.431  0.975
N  -2.554  3.719  2.322
H  -0.224  2.851  0.513
H  -0.877  4.440  0.963
H  -3.381  3.313  2.735
H  -2.424  4.719  2.266
C  0.495  0.073  -0.305
O  0.925  1.189  -0.494
N  1.004  -0.983  -0.836
N  -0.640  -0.222  0.268
H  0.593  -1.896  -0.707
H  1.619  -0.947  -1.636
H  -1.178  0.593  0.526
H  -1.004  -1.162  0.205
C  -4.645  -1.523  -0.166
O  -4.925  -0.832  -1.079
N  -5.407  -2.456  0.241
N  -3.522  -1.319  0.521
H  -6.311  -2.638  -0.172
H  -4.947  -3.188  0.763
H  -3.160  -2.024  1.147
H  -2.976  -0.554  0.151
C  2.165  -3.593  -3.125
O  3.305  -4.016  -2.971
N  1.924  -2.425  -3.613
N  1.062  -4.212  -2.933
H  2.688  -1.769  -3.699
H  1.010  -2.085  -3.873
H  0.179  -3.740  -3.067
H  1.089  -5.151  -2.563
C  1.990  1.678  -4.273
O  1.266  2.619  -4.364
N  2.279  1.032  -3.191
N  2.804  1.323  -5.227
H  1.621  1.043  -2.424
H  3.189  0.614  -3.319
H  3.292  0.439  -5.199
H  2.690  1.617  -6.186
C  2.523  4.712  -0.555
O  2.854  5.818  -0.146
N  2.342  3.657  0.184
N  2.260  4.496  -1.783
H  2.581  3.764  1.160
H  1.997  2.811  -0.245
H  2.551  5.189  -2.458
H  1.690  3.694  -2.008
C  -2.204  -0.423  3.765
C  -2.795  -1.329  4.876
O  -4.086  -1.743  4.518
H  -1.211  -0.034  3.994
H  -2.841  0.442  3.581
H  -2.132  -1.008  2.848
H  -2.720  -0.906  5.878
H  -2.170  -2.221  4.920
H  -4.667  -0.981  4.579
C  1.934  -1.550  2.776
C  2.128  -0.593  4.054
O  1.162  -1.091  5.065
H  0.899  -1.497  2.440
H  2.174  -2.530  3.190
H  2.582  -1.356  1.921
H  1.856  0.441  3.841
H  3.194  -0.615  4.281
H  0.794  -0.398  5.618
C  -2.675  4.169  -1.714
C  -1.360  3.314  -2.082
O  -0.859  3.989  -3.196
H  -3.254  3.787  -0.873
H  -3.398  4.167  -2.529
H  -2.463  5.207  -1.457
H  -1.659  2.274  -2.213
H  -0.501  3.326  -1.412
H  -0.223  3.448  -3.669

Computed properties:
Multiplicity = 2
Frontier orbital gap (spin up / spin down) = 2.704 / 9.342 eV
<S²> = 0.750
Net charge = -1


Formula: C14H50N8O11
Source: the OMol25 dataset
Level of theory: the ωB97M-V functional and the def2-TZVPD basis

Geometry (Å):
C  -2.924  1.971  -2.296
C  -3.899  0.925  -1.709
O  -3.720  0.945  -0.375
H  -3.117  3.055  -2.331
H  -2.609  1.716  -3.270
H  -1.964  1.881  -1.750
H  -3.580  -0.093  -2.071
H  -4.891  1.039  -2.085
H  -4.352  0.407  0.047
C  -1.142  -0.967  -3.639
C  -1.745  -0.496  -4.973
O  -0.870  0.483  -5.531
H  -1.335  -0.436  -2.733
H  -0.048  -1.211  -3.779
H  -1.722  -1.932  -3.530
H  -2.715  -0.113  -4.736
H  -1.895  -1.394  -5.639
H  -0.011  0.471  -5.071
C  1.066  3.051  3.848
C  1.535  1.854  3.023
O  0.633  0.799  3.121
H  1.543  3.884  3.356
H  1.592  3.011  4.750
H  0.014  3.122  3.975
H  2.596  1.549  3.205
H  1.541  2.105  1.925
H  -0.219  1.142  2.844
C  4.380  1.085  0.464
O  3.394  0.349  1.079
N  5.493  1.295  1.071
N  4.330  1.495  -0.734
H  5.397  1.188  2.100
H  6.124  1.928  0.600
H  3.645  1.020  -1.395
H  5.197  1.955  -1.146
C  1.502  -2.714  -1.653
O  0.206  -2.960  -1.915
N  1.970  -1.776  -0.898
N  2.445  -3.279  -2.362
H  1.406  -1.117  -0.374
H  2.939  -1.664  -0.628
H  2.135  -3.814  -3.127
H  3.391  -3.337  -2.203
C  1.523  -2.840  2.621
O  0.511  -3.229  3.461
N  2.364  -3.663  2.119
N  1.726  -1.554  2.385
H  2.457  -4.689  2.287
H  3.168  -3.334  1.530
H  1.136  -0.895  2.891
H  2.500  -1.206  1.729
C  1.850  0.794  -3.077
O  1.679  0.894  -4.498
N  0.925  1.357  -2.282
N  2.844  0.235  -2.515
H  0.092  1.819  -2.733
H  0.959  1.035  -1.356
H  3.587  -0.297  -3.101
H  2.482  -0.586  -1.989
C  -3.988  -2.037  0.754
O  -5.220  -1.759  0.067
H  -3.146  -2.379  0.198
H  -4.110  -2.787  1.465
H  -3.564  -1.257  1.295
H  -5.727  -1.270  0.712
C  -1.394  2.826  1.079
O  -1.749  2.196  2.292
H  -0.904  3.842  1.204
H  -2.300  2.900  0.421
H  -0.701  2.198  0.572
H  -2.518  2.683  2.533
C  -0.650  -0.272  0.283
O  0.591  0.388  0.131
H  -1.123  -0.573  -0.634
H  -1.436  0.237  0.853
H  -0.465  -1.104  0.926
H  1.032  0.416  0.982
C  -2.029  -0.877  4.039
O  -3.274  -0.697  4.615
H  -2.086  -1.078  2.968
H  -1.352  -1.673  4.441
H  -1.593  0.096  3.927
H  -3.780  -0.295  3.941

Computed properties:
Energy above the lowest of the compared OMol25 structures with the same formula, charge and spin = 603.0 kJ/mol
Multiplicity = 1
SMILES string = NC(N)=O.NC(N)=O.NC(N)=O.NC(N)=O.CCO.CCO.CCO.CO.CO.CO.CO
Frontier orbital gap = 8.423 eV
Net charge = 0